This record from the Open Molecules 2025 dataset describes a cluster of 2 separate species, C28H49Br2F3N2O6S2 in total. The level of theory is ωB97M-V/def2-TZVPD.

The geometry in XYZ format:
```
92
Properties=species:S:1:pos:R:3:forces:R:3:mulliken_charge:R:1
C 10.053193 -1.463692 2.599750 0.0994 0.1653 -0.0392 -0.6803
O 10.359966 -0.839730 1.371290 -0.0659 -0.0545 0.0873 -0.3988
C 9.344477 -1.009955 0.403029 0.0540 0.0400 -0.1562 -0.6633
C 8.081323 -0.197553 0.677523 -0.3013 -0.1230 -0.1133 -0.5317
C 7.303906 0.155035 -0.607333 -0.1417 0.0909 0.0165 -0.7635
C 6.902334 1.631761 -0.673524 0.0729 -0.2733 0.1278 -1.0370
C 5.890595 2.041970 0.410525 -0.1527 0.1825 -0.1355 -0.6213
C 4.471812 2.268086 -0.125419 0.0463 -0.2516 0.0900 -0.5563
C 3.587369 3.097522 0.808430 -0.0207 -0.1620 -0.2851 -0.5225
C 2.299644 3.581734 0.111351 0.2883 -0.0324 0.1191 -0.0869
C 1.043982 3.481880 0.980558 0.0091 0.1822 -0.3277 -1.7986
C -0.257009 3.283687 0.195967 -0.2732 0.1802 0.4117 1.4777
N -0.451130 4.429987 -0.665356 -0.1804 -0.0683 -0.0038 -0.6827
C -1.424715 2.945574 1.155672 0.1156 -0.1690 0.1075 -0.9699
C -2.169808 4.128469 1.785879 -0.1521 -0.0264 0.2511 -0.9602
C -3.700038 3.987208 1.851076 0.3803 -0.1212 -0.0508 -0.6236
S -4.453463 3.631337 0.232092 -0.2334 0.1658 -0.2839 -0.1452
C -5.562306 2.314539 0.717390 0.1936 -0.0094 -0.2308 -0.1607
S -7.153638 2.571055 0.808748 -0.0961 -0.0168 0.1255 -0.1904
N -4.903756 1.073052 0.906514 -0.2584 0.0128 0.5382 0.3880
C -4.972480 0.231098 -0.314502 0.3558 0.1910 0.0551 -0.2277
C -5.946342 -0.904508 -0.132424 0.0369 -0.0290 -0.2863 -0.5942
O -5.407400 -1.791929 0.832957 -0.0924 0.2306 0.0668 -0.2823
C -5.145274 -1.161027 2.084148 -0.2204 -0.2128 0.1775 -0.6246
C -5.329773 0.358830 2.125169 0.0425 -0.0787 0.0562 -0.7875
O -0.022012 2.103544 -0.621792 0.5414 0.2040 -0.3100 -0.1195
C -0.573609 2.038886 -1.846983 -0.6389 -0.0013 0.2253 0.5944
O -1.693974 2.407987 -2.097994 0.2664 0.0610 -0.0508 -0.5974
C 0.343143 1.431188 -2.879289 0.0470 -0.5648 0.2503 -0.5347
C -0.262334 0.204274 -3.570263 0.3148 0.2719 -0.3412 -1.5310
C -0.158433 -1.081935 -2.758317 -0.2167 0.2155 0.1152 0.7796
F 1.077868 -1.199204 -2.202029 0.0490 -0.0531 0.0974 -0.2976
Br -1.477411 -1.099851 -1.336313 0.0571 -0.0454 -0.0110 -0.0488
C -0.334085 -2.296971 -3.690260 -0.0830 -0.3618 0.0417 0.4528
F 0.745010 -2.353146 -4.484384 0.1330 0.0121 -0.1522 -0.2088
F -1.400549 -2.099436 -4.472061 -0.2449 0.0413 -0.0942 -0.2206
Br -0.523588 -4.028997 -2.837706 0.1183 0.1976 0.0383 -0.1289
H 9.945978 -2.545796 2.469836 -0.0728 -0.0355 0.0345 0.3060
H 9.142243 -1.052677 3.045716 -0.0435 -0.0718 0.0019 0.2739
H 10.880851 -1.266045 3.278413 0.0189 -0.0377 -0.0252 0.2464
H 9.102951 -2.076675 0.300977 -0.0098 -0.0199 -0.0176 0.3136
H 9.779417 -0.687237 -0.545085 0.0730 0.0405 0.0672 0.3771
H 8.366217 0.715390 1.207783 0.0679 -0.0021 -0.0452 0.4235
H 7.407316 -0.756863 1.330205 0.1359 0.0812 0.1933 0.3504
H 7.900815 -0.086825 -1.490703 0.0361 -0.0196 0.0133 0.4759
H 6.396829 -0.453418 -0.673265 0.0498 -0.0445 -0.0506 0.3145
H 7.814876 2.224966 -0.575845 -0.0242 0.0663 -0.0645 0.4027
H 6.481931 1.840868 -1.660611 0.0481 0.0704 0.0032 0.4187
H 5.842262 1.274061 1.186792 0.1021 0.0640 0.1016 0.3142
H 6.222500 2.961987 0.898685 0.0218 -0.0120 0.0097 0.4049
H 4.516144 2.732116 -1.115182 0.0374 0.1481 0.0503 0.4326
H 3.999176 1.288909 -0.267643 -0.0634 0.0665 -0.1735 0.1832
H 4.178344 3.947062 1.158926 -0.1133 -0.0036 0.1979 0.3449
H 3.326706 2.471686 1.666571 0.0928 0.1515 0.1354 0.2727
H 2.164015 2.986989 -0.792436 -0.1074 0.0152 0.0123 -0.0111
H 2.453591 4.614566 -0.205609 -0.1104 -0.0409 -0.1588 0.3350
H 0.921734 4.415510 1.539027 -0.0236 -0.1573 0.2925 0.3982
H 1.141270 2.659573 1.690917 -0.0101 0.0146 -0.0051 0.5069
H -0.268970 5.278391 -0.145747 0.1389 -0.0024 -0.0481 0.3426
H -1.407689 4.480340 -0.999106 0.0179 -0.0987 -0.1205 0.3235
H -0.995012 2.358587 1.972123 -0.0541 -0.1465 -0.1128 0.5385
H -2.107189 2.277006 0.631108 -0.1545 0.1859 -0.1071 0.0785
H -1.947294 5.083304 1.306239 0.0906 -0.0965 -0.1641 0.4721
H -1.833718 4.227203 2.822153 0.0015 0.2022 -0.0298 0.3119
H -4.143732 4.928485 2.174050 0.0191 -0.0569 0.1332 0.5092
H -3.989577 3.221263 2.570458 -0.0155 -0.1258 -0.1345 0.2275
H -5.212127 0.845366 -1.182469 0.0004 0.0418 0.0640 0.6106
H -3.990141 -0.215399 -0.469777 0.0232 0.0660 -0.1621 -0.3450
H -6.949751 -0.560225 0.137682 0.0143 0.0503 0.0780 0.2923
H -6.022761 -1.456263 -1.071105 -0.0100 -0.1095 0.1060 0.4533
H -4.149938 -1.470188 2.409337 0.1002 0.1383 -0.2000 0.3873
H -5.852104 -1.566368 2.817150 0.0860 -0.0333 0.0464 0.3136
H -4.719308 0.720629 2.957515 -0.0748 0.0400 0.0214 0.1855
H -6.368697 0.580880 2.374531 -0.0515 0.0104 -0.2035 0.5087
H 0.523496 2.203135 -3.628088 -0.0516 0.0163 0.0142 0.4566
H 1.295235 1.165360 -2.423972 0.0257 0.1033 -0.0177 0.1277
H -1.294426 0.402705 -3.851792 -0.0525 -0.1083 0.1065 0.4520
H 0.292471 0.029962 -4.496296 0.0034 0.0074 0.0343 0.5486
O -8.044757 -5.419161 0.384697 -0.0696 0.0352 0.0349 -0.5759
C -6.897545 -5.670680 0.143043 0.0290 -0.0377 0.1075 0.7046
O -6.637988 -6.688116 -0.709856 -0.0165 0.0053 -0.0810 -0.3836
C -5.318247 -6.997200 -1.161171 0.1094 -0.0473 -0.0378 -0.3736
C -4.557309 -7.859601 -0.175645 -0.0730 0.0072 0.0801 -0.9303
C -5.759208 -4.923478 0.794496 0.0482 0.0411 -0.2602 -0.5759
H -4.775492 -6.084805 -1.412728 0.0033 0.0026 0.0240 0.3574
H -5.471927 -7.541780 -2.091378 -0.0289 0.0001 -0.0058 0.3090
H -4.406847 -7.348137 0.774885 0.0327 0.0313 -0.0166 0.2649
H -3.580099 -8.123369 -0.581321 0.0014 -0.0041 -0.0163 0.3410
H -5.111326 -8.776848 0.022864 0.0105 -0.0153 -0.0217 0.3027
H -5.605704 -5.334770 1.792335 -0.0165 -0.0038 0.0145 0.2888
H -6.038377 -3.876871 0.878189 -0.0641 -0.0928 0.1117 0.0483
H -4.820601 -4.968276 0.248008 0.0226 -0.0691 0.0638 0.2476
```
Forces are in eV/Å.

SMILES string	COCCCCCCCCC[C@](N)(CCCSC(=S)N1CCOCC1)OC(=O)CC[C@@](F)(Br)C(F)(F)Br.CCOC(C)=O
total energy	-7901.19467	Ha
total charge	0
maximum force	0.7	eV/A